Density functional theory data (ωB97M-V/def2-TZVPD) for a 13-piece molecular cluster, C21H62O13 overall at a distorted geometry.

```
! wB97M-V def2-TZVPD RIJCOSX def2/J DEFGRID3
* xyz 0 1
C -27.58333 5.54689 9.53941
C -26.22157 5.31894 8.88333
C -26.53335 5.35738 7.36991
O -27.95721 5.49051 7.23830
C -28.54245 5.02536 8.48251
H -27.73013 6.61566 9.68545
H -27.66010 4.97464 10.46119
H -25.83269 4.32284 9.10219
H -25.49550 6.05224 9.23270
H -26.32257 4.38052 6.92418
H -25.98578 6.14534 6.85648
H -28.71264 3.94719 8.45914
H -29.53317 5.46974 8.58715
C -23.54166 -0.03604 6.63879
C -23.24188 1.31667 5.99480
C -24.54030 2.07174 6.38120
O -25.57712 1.06452 6.32240
C -25.01570 -0.21901 6.59066
H -23.23383 -0.05470 7.69001
H -22.85128 -0.72249 6.14450
H -23.22316 1.24172 4.90718
H -22.39418 1.90546 6.33743
H -24.83204 2.88573 5.72147
H -24.50291 2.43463 7.41339
H -25.24733 -0.97412 5.82965
H -25.44293 -0.60242 7.51988
C -26.11752 4.70529 12.70807
C -25.39273 4.16844 13.95162
C -24.55493 5.38008 14.43312
O -24.61182 6.31910 13.36846
C -25.91512 6.21244 12.76051
H -27.16741 4.49104 12.93306
H -25.82170 4.11605 11.84542
H -24.80356 3.30199 13.65539
H -26.07175 3.84524 14.74107
H -23.52558 5.02912 14.52140
H -24.84999 5.82197 15.38587
H -25.96866 6.63834 11.75748
H -26.61015 6.79758 13.36845
O -29.09553 3.98107 5.02488
H -29.90987 4.46536 4.85883
H -28.75660 4.33478 5.86795
O -28.15219 2.14558 10.53770
H -28.83136 2.82255 10.40060
H -27.93548 1.84524 9.63153
O -26.78954 8.35103 5.01249
H -26.70935 7.44714 4.67824
H -26.90852 8.89594 4.22478
O -30.66563 3.46296 10.60358
H -31.46473 3.41931 11.14064
H -30.99405 3.48632 9.68526
O -31.87175 3.78659 7.98039
H -31.78751 4.11291 7.07824
H -32.68161 4.19396 8.31346
O -27.75811 1.47471 7.88776
H -26.96711 1.67324 7.34032
H -28.27061 0.85468 7.35965
O -28.78995 8.08809 7.12433
H -28.79824 7.21989 7.56383
H -28.13607 7.98491 6.41949
C -30.63745 8.07010 12.59685
C -30.95053 6.96813 11.64105
C -31.20709 7.47137 10.22774
O -29.84753 6.07339 11.58161
H -29.84689 8.66776 12.12942
H -30.19997 7.77169 13.55104
H -31.50790 8.68096 12.83246
H -31.87269 6.42836 11.90935
H -30.31846 7.95065 9.80559
H -31.95467 8.26961 10.16536
H -31.53603 6.66124 9.57361
H -30.03959 5.35648 10.95936
C -23.10455 7.11892 6.02316
C -21.85180 6.62298 6.73401
C -21.90857 5.12227 7.00618
O -20.71332 6.90142 5.91155
H -22.93433 8.16121 5.75067
H -23.98071 7.16237 6.66820
H -23.29842 6.50877 5.13756
H -21.74431 7.17604 7.66646
H -21.04341 4.95241 7.65426
H -21.82901 4.51275 6.10668
H -22.79140 4.85848 7.59054
H -20.69360 6.23732 5.21537
C -24.71474 9.38449 9.34447
C -25.73778 9.61719 8.26280
C -26.43518 10.97152 8.21845
O -25.09962 9.41569 6.98348
H -23.97835 8.64522 9.02962
H -25.12242 9.06626 10.30421
H -24.17186 10.31740 9.52159
H -26.54611 8.87427 8.26506
H -25.76213 11.83083 8.22871
H -27.16114 11.05451 9.03313
H -27.02070 11.06431 7.30277
H -25.73729 9.07677 6.33479
*
```

The electronic energy comes out at -1815.369508 Ha.

---

Density functional theory data (ωB97M-V/def2-TZVPD) for C9AgF5OS5 as an isolated structure at a distorted geometry.

```
! wB97M-V def2-TZVPD RIJCOSX def2/J DEFGRID3
* xyz -2 1
Ag 0.05359 -0.78017 -0.14951
F -2.97795 4.95754 2.99944
C -2.74781 3.66777 2.64235
C -1.69996 3.34443 1.78348
F -0.90890 4.32954 1.30503
C -1.47118 2.03325 1.42439
F -0.44051 1.79034 0.59006
C -2.26067 0.95269 1.88850
S -2.01088 -0.66799 1.47058
C -3.31377 1.32966 2.75880
F -4.13769 0.38878 3.26887
C -3.55084 2.63662 3.12363
F -4.57539 2.93154 3.96049
O 4.98431 -3.20170 -4.31864
C 4.16841 -2.65557 -3.60856
S 2.62217 -2.04441 -4.16360
C 1.98617 -1.46360 -2.61008
C 2.81290 -1.61098 -1.54678
S 2.56022 -1.21279 0.10612
S 4.38615 -2.35870 -1.89497
S 0.39160 -0.82638 -2.68321
*
```

The electronic energy comes out at -3055.550419 Ha.

---

Density functional theory data (ωB97M-V/def2-TZVPD) for C4H26AgBeF2O11P as an isolated structure at a distorted geometry.

```
! wB97M-V def2-TZVPD RIJCOSX def2/J DEFGRID3
* xyz 2 1
Ag 2.97424 -0.74173 1.77944
Be -2.84298 -0.30620 -0.99762
O 0.43934 -0.56961 1.55859
P -0.26979 -0.73043 0.32115
O -1.67005 -0.88658 0.16979
F 0.22288 -2.16303 -0.27698
F 0.43949 0.04563 -0.79806
O -6.54223 1.13359 -6.04616
H -6.20900 1.65756 -6.80107
H -6.16632 0.26557 -6.00272
O -4.15450 -1.34532 -1.36820
H -5.00203 -1.13002 -1.64679
H 6.81832 0.52780 5.56150
O -3.65355 1.21582 -0.46160
H -3.92620 1.24692 0.48914
H -4.48486 1.34898 -1.04398
O -5.81461 1.63050 -2.22363
H -6.77394 1.40335 -1.94357
H -5.65541 1.86784 -3.16379
O -0.65991 5.08532 -2.33454
H -1.10742 5.13654 -3.21958
H -1.11357 4.27437 -1.92219
O 2.74887 1.04670 3.54302
H 3.64382 1.31091 3.87363
H 2.52922 1.84079 3.01204
O -2.20868 -0.17869 -2.61089
H -3.58296 -1.71191 -1.95264
H -1.18245 -0.05139 -2.62768
C 2.13995 -4.62862 2.78736
C 1.77093 -3.80521 4.05950
O 1.71318 -2.55856 3.42603
H 2.23865 -5.68470 3.07780
H 3.07633 -4.26961 2.37121
H 1.36063 -4.48724 2.00437
H 2.45811 -3.75673 4.87469
H 0.82799 -4.26382 4.37516
H 1.27945 -1.87111 3.97818
C 3.11089 1.63223 -0.82621
C 4.56292 1.71687 -0.41389
O 4.75512 0.92875 0.76496
H 2.81409 0.71248 -1.31192
H 2.94961 2.48991 -1.55353
H 2.45810 1.74626 0.02107
H 4.75609 2.78706 -0.20155
H 5.27857 1.41512 -1.17484
H 5.65367 0.67364 0.87502
*
```

The electronic energy comes out at -1697.813048 Ha.

---

Density functional theory data (ωB97M-V/def2-TZVPD) for a 4-piece molecular cluster, CH7O5 overall at a distorted geometry.

```
! wB97M-V def2-TZVPD RIJCOSX def2/J DEFGRID3
* xyz 0 2
O -0.97596 -1.00704 1.69294
C 0.01469 -0.56682 1.20261
O 0.45266 -0.33253 0.03358
H 0.96990 -0.45302 1.83115
H 2.41388 -1.46380 -2.07023
H 1.63526 -1.18928 -0.79900
O 2.44638 -1.61226 -1.12015
H 0.64280 1.47054 -0.59501
H 1.30603 1.91871 -1.87445
O 0.77110 2.25550 -1.14713
H -2.21071 1.23444 -0.23745
H -2.62073 0.10662 0.39078
O -3.05490 0.94672 0.15844
*
```

The electronic energy comes out at -418.393736 Ha.

---

Density functional theory data (ωB97M-V/def2-TZVPD) for one molecule with the formula C4H4O4 at a distorted geometry.

```
! wB97M-V def2-TZVPD RIJCOSX def2/J DEFGRID3
* xyz 0 1
O -2.43696 0.01884 -0.23298
C -1.09756 -0.29258 0.00224
C -0.55395 -1.51164 0.11667
O 0.78683 -1.36003 -0.05183
C 1.06327 -0.04938 0.01337
O 2.41630 0.30567 -0.16560
C -0.07222 0.72954 -0.02464
O -0.21320 2.05800 0.06161
H -2.50837 0.93119 0.38180
H -0.97717 -2.52667 -0.05497
H 2.85779 -0.54496 0.14785
H 0.73525 2.24202 -0.19354
*
```

The SMILES is Oc1coc(O)c1O. The electronic energy comes out at -455.696226 Ha.

---

Density functional theory data (ωB97M-V/def2-TZVPD) for C6H6Cl2LuN2O3SY as an isolated structure at a distorted geometry.

```
! wB97M-V def2-TZVPD RIJCOSX def2/J DEFGRID3
* xyz 4 1
Y -4.70877 -0.38323 -0.92524
Lu -1.30797 -0.34803 -0.15644
Cl -2.51805 -1.76633 -1.78883
Cl -3.38134 0.69127 1.05166
C -0.17183 0.93277 -1.49295
C -6.55946 -1.77338 -0.73616
C -6.62588 0.55262 -1.77982
O 0.56551 1.52314 -2.18063
O -7.52967 -2.42128 -0.79056
O -7.73035 0.85007 -1.99796
S 0.77778 -1.49422 0.69355
C 2.20042 -0.47159 0.77395
N 2.48212 0.41207 1.74482
C 3.81788 0.98262 1.59728
C 4.33190 0.32254 0.31705
N 3.21845 -0.51129 -0.09772
H 1.86350 0.52115 2.54201
H 4.43998 0.74276 2.46612
H 3.77273 2.07246 1.50121
H 5.23178 -0.27333 0.49654
H 4.57387 1.07800 -0.43396
H 3.25737 -1.23878 -0.80392
*
```

The electronic energy comes out at -3158.349203 Ha.

---

Density functional theory data (ωB97M-V/def2-TZVPD) for one molecule with the formula C4H8O.

```
! wB97M-V def2-TZVPD RIJCOSX def2/J DEFGRID3
* xyz 0 1
C 1.27631 0.67014 -0.37716
C -0.15067 0.23398 -0.12611
O -1.07764 1.02295 -0.82413
C -0.65721 -0.21845 1.20092
C -0.51918 -1.21189 0.06896
H 2.02564 -0.04939 -0.03138
H 1.47852 1.64014 0.09004
H 1.39736 0.79140 -1.45781
H -0.97525 0.81115 -1.76161
H 0.03179 -0.28651 2.03810
H -1.66174 0.10921 1.45317
H 0.26560 -1.96184 0.13681
H -1.43353 -1.55088 -0.40979
*
```

The SMILES is CC1(O)CC1. The electronic energy comes out at -232.410989 Ha.

---

Density functional theory data (ωB97M-V/def2-TZVPD) for one molecule with the formula CH2NP at a distorted geometry.

```
! wB97M-V def2-TZVPD RIJCOSX def2/J DEFGRID3
* xyz 0 1
N -2.26439 -2.30568 0.04667
C -1.59270 -1.23520 -0.21866
P -0.38174 -0.09186 -0.77464
H -0.76493 1.03809 -0.02784
H 0.47608 -0.54668 0.08014
*
```

The SMILES is N#CP. The electronic energy comes out at -435.334913 Ha.

---

> Which of these has the lowest electronic energy?

C6H6Cl2LuN2O3SY

---

What did the fifth record say?
Density functional theory data (ωB97M-V/def2-TZVPD) for one molecule with the formula C4H4O4 at a distorted geometry.

```
! wB97M-V def2-TZVPD RIJCOSX def2/J DEFGRID3
* xyz 0 1
O -2.43696 0.01884 -0.23298
C -1.09756 -0.29258 0.00224
C -0.55395 -1.51164 0.11667
O 0.78683 -1.36003 -0.05183
C 1.06327 -0.04938 0.01337
O 2.41630 0.30567 -0.16560
C -0.07222 0.72954 -0.02464
O -0.21320 2.05800 0.06161
H -2.50837 0.93119 0.38180
H -0.97717 -2.52667 -0.05497
H 2.85779 -0.54496 0.14785
H 0.73525 2.24202 -0.19354
*
```

The SMILES is Oc1coc(O)c1O. The electronic energy comes out at -455.696226 Ha.

---

What did the fifth record say?
Density functional theory data (ωB97M-V/def2-TZVPD) for one molecule with the formula C4H4O4 at a distorted geometry.

```
! wB97M-V def2-TZVPD RIJCOSX def2/J DEFGRID3
* xyz 0 1
O -2.43696 0.01884 -0.23298
C -1.09756 -0.29258 0.00224
C -0.55395 -1.51164 0.11667
O 0.78683 -1.36003 -0.05183
C 1.06327 -0.04938 0.01337
O 2.41630 0.30567 -0.16560
C -0.07222 0.72954 -0.02464
O -0.21320 2.05800 0.06161
H -2.50837 0.93119 0.38180
H -0.97717 -2.52667 -0.05497
H 2.85779 -0.54496 0.14785
H 0.73525 2.24202 -0.19354
*
```

The SMILES is Oc1coc(O)c1O. The electronic energy comes out at -455.696226 Ha.